1.
The following is a quantum chemistry calculation of a molecular structure, CHI2O3P in a non-equilibrium geometry, from the OMol25 dataset.

Properties
ΔE to the lowest compared entry with this formula, charge and spin: 0.0 kcal/mol
E_LUMO: 4.86 eV
Net charge: -2

Each line ends with the natural charge from an NBO analysis.
Element x y z (Å)
C1 0.79367 0.03233 0.52372  -0.88
O1 -1.09815 -1.31257 1.64340  -1.21
O2 -1.31760 1.28081 1.23462  -1.21
O3 0.22557 0.40676 3.10723  -1.24
P1 -0.54234 0.08235 1.81896  2.35
I1 1.91100 1.80684 0.19955  0.01
I2 2.14561 -1.67550 0.17749  -0.04
H1 -0.04627 0.09344 -0.19415  0.24

=====

2.
The following is a quantum chemistry calculation of 2 unconnected molecules or ions with the total composition C5H14 in a non-equilibrium geometry, from the OMol25 dataset.

Properties
ΔE to the lowest compared entry with this formula, charge and spin: 39.5 kcal/mol
E_LUMO (alpha / beta): -3.10 / -11.25 eV
Net charge: +1
2S+1: 2

Each line ends with the Löwdin spin population.
Element x y z (Å)
C1 -1.17982 0.65197 -0.89075  0.21
C2 -1.49354 -0.88004 -1.24919  0.29
C3 -0.30502 1.39665 -1.97044  0.26
H1 -0.58957 0.73834 0.09746  0.00
H2 -2.14202 1.14279 -0.84314  0.00
H3 -0.90683 -1.57431 -0.56357  0.03
H4 -2.61283 -1.01440 -0.97713  0.06
H5 -0.83788 2.00624 -2.70287  0.03
H6 -1.39909 -1.22043 -2.24059  0.01
H7 0.29022 0.80386 -2.68299  0.04
H8 0.51973 2.05196 -1.45779  0.08
C4 1.66029 0.05646 2.29852  0.00
C5 1.02167 -1.03875 1.50686  0.00
H9 1.46038 0.99381 1.93024  0.00
H10 1.26214 0.08843 3.34162  0.00
H11 2.71409 -0.27384 2.51735  0.00
H12 0.47406 -0.60423 0.73909  0.00
H13 1.75209 -1.79118 1.02149  0.00
H14 0.31190 -1.53330 2.12584  0.00

=====

3.
The following is a quantum chemistry calculation of a molecular structure, CHBrCl2S in a non-equilibrium geometry, from the OMol25 dataset.

Properties
ΔE to the lowest compared entry with this formula, charge and spin: 5.3 kcal/mol
E_LUMO: -1.03 eV
Net charge: 0

Each line ends with the natural charge from an NBO analysis.
Element x y z (Å)
C1 1.14867 0.55603 -0.36448  -0.41
S1 1.04698 1.25996 -1.79197  0.17
Cl1 -2.89674 -0.58182 0.44705  -0.25
Cl2 1.23476 1.47685 1.04949  0.11
Br1 1.62338 -1.28756 -0.26820  0.12
H1 -2.15705 -1.42346 0.92811  0.25

=====

4.
The following is a quantum chemistry calculation of a molecular structure, C21H33BiCl2N4O3 in a non-equilibrium geometry, from the OMol25 dataset.

Properties
E_LUMO: 0.57 eV
Net charge: 0

Each line ends with the natural charge from an NBO analysis.
Element x y z (Å)
O1 -1.30452 3.08016 -0.70566  -0.62
C1 -1.42020 2.66609 -1.87403  0.43
C2 -2.51859 1.81070 -2.35298  -0.14
C3 -2.99618 0.57450 -1.89148  -0.21
H1 -2.41275 0.02145 -1.16420  0.25
C4 -4.17719 0.09955 -2.44325  -0.20
H2 -4.55798 -0.83819 -2.10133  0.21
C5 -4.90290 0.79884 -3.40562  -0.22
H3 -5.82333 0.38215 -3.84928  0.22
C6 -4.38326 2.02159 -3.83729  -0.21
H4 -4.93432 2.58351 -4.57370  0.21
C7 -3.20131 2.53093 -3.33018  -0.20
H5 -2.81179 3.50501 -3.65838  0.22
H6 -0.57942 2.72084 -2.64643  0.15
C8 1.45048 1.80897 -1.77160  -0.72
C9 0.37876 0.78053 -1.81541  -0.46
H7 1.68669 2.23203 -2.78139  0.19
H8 2.38166 1.31223 -1.39846  0.22
H9 1.24222 2.68547 -1.11181  0.21
C10 -0.06197 -0.03014 -2.80094  -0.24
C11 0.91848 -0.53823 -3.83208  -0.69
H10 -1.08471 -0.43705 -2.86700  0.19
H11 0.68618 -0.07993 -4.79386  0.21
H12 0.81978 -1.62157 -3.91940  0.22
H13 1.95607 -0.32357 -3.53963  0.20
Bi1 1.26390 -1.19550 -0.33654  1.83
Cl1 -0.78412 -2.64465 -0.39957  -0.64
Cl2 2.81957 -2.73457 -1.60698  -0.64
H14 -4.37875 0.99676 2.20066  0.19
H15 -3.35398 -1.12697 3.05965  0.19
C12 -3.87127 0.79785 1.24150  -0.41
C13 -2.79717 -1.25835 2.12331  -0.42
N1 -2.64555 0.03303 1.46924  -0.41
H16 -3.64064 1.74787 0.73173  0.24
C14 -1.43901 0.60674 1.32825  0.54
O2 -0.34700 0.05721 1.61163  -0.72
H17 -1.81163 -1.69653 2.29722  0.25
H18 -1.47402 1.63805 0.94937  0.18
H19 -4.55080 0.20666 0.61066  0.21
H20 -3.38900 -1.90691 1.46827  0.21
H21 4.76444 2.45940 3.03399  0.20
H22 2.46983 3.71261 3.64054  0.19
C15 4.39482 2.54756 1.99394  -0.43
C16 2.26113 3.67247 2.57320  -0.40
N2 2.93302 2.54470 1.96040  -0.40
H23 4.79132 1.71791 1.37355  0.25
C17 2.25865 1.48997 1.48492  0.54
O3 2.83037 0.50856 0.94023  -0.72
H24 1.19358 3.55731 2.41538  0.22
H25 1.17078 1.56956 1.58181  0.19
H26 4.77460 3.50942 1.61112  0.20
H27 2.60252 4.60344 2.12842  0.20
C18 2.50719 -6.12371 2.29923  -0.40
N3 2.37364 -4.66876 2.23890  -0.33
C19 3.15791 -3.73497 2.91149  -0.09
C20 2.78452 -2.50042 2.47848  -0.06
N4 1.81692 -2.67195 1.49689  -0.59
C21 1.54885 -3.99116 1.41662  0.23
H28 3.48216 -6.42635 1.89083  0.22
H29 2.43773 -6.47338 3.34385  0.21
H30 1.67984 -6.55374 1.70655  0.22
H31 3.91178 -4.02091 3.60541  0.22
H32 3.14230 -1.53178 2.78401  0.24
H33 0.76170 -4.46232 0.80723  0.25

=====

5.
The following is a quantum chemistry calculation of a single C3H4N4O molecule in a non-equilibrium geometry, from the OMol25 dataset.

Properties
SMILES: [H]/N=c1\cn[nH]n1C=O
ΔE to the lowest compared entry with this formula, charge and spin: 109.9 kcal/mol
E_LUMO: -0.40 eV
Net charge: 0

Each line ends with the natural charge from an NBO analysis.
Element x y z (Å)
C1 -0.83003 0.72936 -0.08140  0.31
C2 -1.80475 -0.18885 0.06450  -0.12
C3 1.62774 0.52376 0.15422  0.53
H1 -1.38497 2.80146 0.05189  0.36
H2 -2.94650 -0.06942 0.20851  0.23
H3 0.87188 -1.89539 0.40185  0.46
H4 1.90279 1.51632 0.42084  0.22
N1 -0.55749 2.01338 -0.01386  -0.79
N2 -1.40266 -1.42605 0.05230  -0.13
N3 -0.07011 -1.34719 -0.05040  -0.24
N4 0.30269 -0.03482 -0.21474  -0.27
O1 2.46150 -0.39698 -0.04003  -0.56

=====

6.
The following is a quantum chemistry calculation of a single C5H6O molecule, from the OMol25 dataset.

Properties
SMILES: C#CCCC=O
ΔE to the lowest compared entry with this formula, charge and spin: 43.3 kcal/mol
E_LUMO: 0.93 eV
Net charge: 0

Each line ends with the natural charge from an NBO analysis.
Element x y z (Å)
O1 1.44410 1.99434 -0.87657  -0.52
C1 1.52559 1.38149 0.16078  0.45
C2 0.78866 0.10554 0.46025  -0.50
C3 -0.18013 -0.33551 -0.64590  -0.49
C4 -1.31221 -1.01141 -0.00762  -0.01
C5 -2.18384 -1.45464 0.69552  -0.25
H1 2.15341 1.75610 0.99750  0.11
H2 0.23228 0.26584 1.39277  0.24
H3 1.51993 -0.67948 0.69352  0.24
H4 -0.52738 0.54432 -1.19920  0.26
H5 0.32286 -0.97744 -1.37793  0.24
H6 -2.95399 -1.82997 1.33137  0.24

=====

7.
The following is a quantum chemistry calculation of a molecular structure, C23H32IrNO4 in a non-equilibrium geometry, from the OMol25 dataset.

Properties
ΔE to the lowest compared entry with this formula, charge and spin: 17.7 kcal/mol
E_LUMO (alpha / beta): -2.10 / -6.90 eV
Net charge: +1
2S+1: 6

Each line ends with the Löwdin spin population.
Element x y z (Å)
O1 0.34452 2.13631 -2.00389  0.00
C1 -0.02329 1.34574 -3.16470  0.00
C2 1.30674 1.65265 -3.88797  0.00
H1 -0.98395 1.62636 -3.63244  0.00
H2 -0.09086 0.31625 -2.77859  0.00
C3 1.73017 2.21581 -2.45078  0.00
H3 1.29176 2.47052 -4.63908  0.00
H4 1.72671 0.76127 -4.34702  0.00
C4 2.17985 3.66949 -2.49987  0.00
H5 1.31705 4.33855 -2.62103  0.00
H6 2.83339 3.78408 -3.37980  0.00
H7 2.66588 3.95369 -1.54720  0.00
C5 2.56627 1.42151 -1.42904  0.00
H8 2.09024 0.52129 -0.99230  0.00
H9 2.64070 1.99633 -0.48761  0.00
H10 3.61728 1.24488 -1.74894  0.00
Ir1 0.97199 -1.98137 1.04044  2.30
C6 2.20395 -3.87063 0.23283  0.26
C7 0.91136 -4.31962 0.55633  0.26
C8 -0.04855 -3.50478 -0.14020  0.19
H11 0.68305 -5.14039 1.22884  0.01
C9 0.68641 -2.54629 -0.93671  0.15
C10 2.09220 -2.73056 -0.63066  0.16
H12 2.90338 -2.11322 -1.00642  0.01
H13 3.12125 -4.27630 0.65385  0.01
H14 -1.12831 -3.63879 -0.15817  0.01
H15 0.25919 -1.80020 -1.59532  0.02
C11 2.36987 -1.99036 3.35428  0.31
C12 3.14759 -1.86288 2.18495  0.28
C13 2.62159 -0.76214 1.40190  0.17
H16 3.98731 -2.49665 1.91882  0.01
C14 1.44148 -0.25119 2.11444  0.15
C15 1.34855 -1.01166 3.34210  0.34
H17 0.62871 -0.82293 4.12261  0.01
H18 2.52526 -2.73105 4.12360  0.01
H19 3.07824 -0.25402 0.57043  0.02
H20 0.83867 0.58581 1.79226  0.01
O2 -1.95536 2.38990 -0.88097  0.00
C16 -1.83614 3.65758 -1.63457  0.00
C17 -3.18622 4.29852 -1.94874  0.00
H21 -1.33066 3.41715 -2.57735  0.00
H22 -1.12716 4.31510 -1.09730  0.00
C18 -4.20421 3.33170 -1.32894  0.00
H23 -3.32516 4.42643 -3.03317  0.00
H24 -3.18692 5.30107 -1.52085  0.00
C19 -3.36319 2.30133 -0.54184  0.00
H25 -4.72110 2.83464 -2.15053  0.00
H26 -4.96972 3.88255 -0.76358  0.00
H27 -3.73560 1.27857 -0.71755  0.00
H28 -3.54862 2.56630 0.51421  0.00
O3 0.39096 -4.23524 3.46012  0.01
C20 -0.53094 -3.46293 3.22844  0.01
C21 -1.88474 -3.38837 3.91933  0.01
C22 -2.62064 -2.22160 3.26347  0.01
C23 -1.71449 -1.73804 2.13531  0.03
O4 -1.95169 -0.91751 1.25211  0.04
N1 -0.53380 -2.45516 2.25991  0.20
H29 -2.40934 -4.34189 3.77298  0.00
H30 -1.73543 -3.26208 5.00058  0.00
H31 -3.59516 -2.51640 2.85725  0.00
H32 -2.78033 -1.39714 3.97175  0.00

=====

8.
The following is a quantum chemistry calculation of 2 unconnected molecules or ions with the total composition C3H2O4 in a non-equilibrium geometry, from the OMol25 dataset.

Properties
SMILES: O=C=CO.O=C=O
ΔE to the lowest compared entry with this formula, charge and spin: 32.3 kcal/mol
E_LUMO: 0.14 eV
Net charge: 0

Each line ends with the natural charge from an NBO analysis.
Element x y z (Å)
C1 0.50558 -0.49624 -0.43106  0.64
C2 -2.77843 0.41415 -0.04790  1.02
C3 1.60001 0.21053 -0.11505  -0.21
O1 -0.44546 -0.96336 -0.85170  -0.45
O2 -2.64443 0.32745 1.09040  -0.52
O3 -3.00808 0.56674 -1.15332  -0.51
O4 2.66667 -0.15936 0.67598  -0.69
H1 1.23023 1.18889 -0.00638  0.22
H2 2.87392 -1.08880 0.83902  0.49